(1)
Here is 2 unconnected molecules or ions with the total composition C8H14NP in a non-equilibrium geometry from OMol25. Energies are from the ωB97M-V functional and the def2-TZVPD basis.

Summary:
Molecular weight, g/mol: 155.18
E_tot, eV: -19299.15170
Largest force on an atom, eV/Å: 4.80
Energy relative to the best compared isomer or geometry (same formula, charge and spin), kcal/mol: 30.4
LUMO, eV: 0.4074
Orbital gap, eV: 8.37

Element x y z (Å)
C 0.774 -1.705 1.499
C 1.630 -0.399 1.832
N 1.977 0.362 0.644
C 3.193 0.414 0.072
C 3.075 1.224 -1.092
C 1.723 1.523 -1.309
C 1.104 0.953 -0.246
H 1.292 -2.382 0.850
H -0.157 -1.384 0.863
H 0.617 -2.106 2.479
H 2.459 -0.740 2.319
H 1.026 0.232 2.490
H 3.982 -0.084 0.437
H 3.741 1.258 -1.935
H 1.238 2.192 -1.930
H 0.028 1.102 0.096
C -2.615 0.459 -2.101
P -3.607 1.113 -0.931
C -4.102 -0.382 0.030
H -2.602 -0.654 -2.063
H -2.232 0.989 -2.930
H -4.101 -0.102 1.098
H -3.338 -1.085 -0.033
H -5.105 -0.799 -0.140

natural (NBO) population analysis, charges in e, atoms 1 to 2:
1. C -0.61
2. C -0.19



(2)
Here is 2 unconnected molecules or ions with the total composition C8H14O2 in a non-equilibrium geometry from OMol25. Energies are from the ωB97M-V functional and the def2-TZVPD basis.

Summary:
Molecular weight, g/mol: 142.20
E_tot, eV: -12614.55656
Largest force on an atom, eV/Å: 1.01
Energy relative to the best compared isomer or geometry (same formula, charge and spin), kcal/mol: 81.2
LUMO, eV: 0.8056
Orbital gap, eV: 10.30

Element x y z (Å)
C -0.745 0.378 -0.756
C -1.695 -0.133 0.239
C -2.391 -0.501 1.150
C -3.329 -0.908 2.173
C -4.617 -0.231 2.227
O -4.482 -1.560 1.671
H -1.004 0.071 -1.779
H -0.748 1.486 -0.718
H 0.233 -0.027 -0.452
H -2.944 -1.353 3.107
H -5.137 -0.193 3.180
H -4.869 0.562 1.526
C 4.932 1.339 -1.625
C 3.695 0.691 -1.049
C 2.504 1.038 -1.917
O 3.819 -0.743 -0.916
H 5.151 0.834 -2.586
H 4.783 2.411 -1.804
H 5.799 1.253 -0.952
H 3.528 1.079 -0.023
H 2.565 0.486 -2.856
H 1.584 0.722 -1.416
H 2.417 2.126 -2.104
H 3.832 -1.070 -1.816

natural (NBO) population analysis, charges in e, atoms 1 to 2:
1. C -0.69
2. C 0.03



(3)
Here is 2 unconnected molecules or ions with the total composition C8H14O2 in a non-equilibrium geometry from OMol25. Energies are from the ωB97M-V functional and the def2-TZVPD basis.

Summary:
Molecular weight, g/mol: 142.20
E_tot, eV: -12615.07542
Largest force on an atom, eV/Å: 5.09
Energy relative to the best compared isomer or geometry (same formula, charge and spin), kcal/mol: 69.3
LUMO, eV: 0.1312
Orbital gap, eV: 10.22

Element x y z (Å)
O -3.788 1.003 -0.069
C -2.843 0.394 0.461
C -1.475 0.250 -0.082
C -0.084 0.905 -0.159
C 0.556 -0.501 -0.180
C 1.839 -0.732 0.564
C 2.676 -1.944 0.261
C 3.158 -0.576 -0.142
C -0.760 -1.039 0.421
H -2.907 0.267 1.564
H -1.943 0.103 -1.153
H 0.158 1.429 0.779
H 0.123 1.562 -1.013
H 0.664 -0.849 -1.219
H 1.815 -0.413 1.611
H 2.326 -2.613 -0.527
H 3.178 -2.444 1.091
H 3.989 -0.139 0.413
H 3.133 -0.319 -1.203
H -1.119 -2.017 0.077
H -0.717 -1.060 1.520
O -2.508 3.171 -0.731
H -3.268 2.432 -0.644
H -2.204 3.132 -1.641

natural (NBO) population analysis, charges in e, atoms 1 to 2:
1. O -0.56
2. C 0.48



(4)
Here is a single C8H14OSi molecule in a non-equilibrium geometry from OMol25. Energies are from the ωB97M-V functional and the def2-TZVPD basis.

Summary:
Molecular weight, g/mol: 154.28
E_tot, eV: -18444.02150
Largest force on an atom, eV/Å: 5.71
Energy relative to the best compared isomer or geometry (same formula, charge and spin), kcal/mol: 65.1
LUMO, eV: 0.8848
Orbital gap, eV: 8.53

Element x y z (Å)
C -1.975 1.802 0.037
C -0.812 2.352 0.425
C -2.071 0.335 0.158
C -1.004 -0.325 0.673
C 0.314 1.490 0.703
C -3.266 -0.420 -0.585
C -0.567 -1.682 0.881
C 3.854 -0.314 -0.008
O 2.661 0.310 0.383
Si 1.398 0.741 -0.550
H -2.917 2.273 -0.249
H -0.631 3.326 0.865
H 0.781 1.658 1.696
H -2.770 -1.234 -1.005
H -3.741 0.244 -1.258
H -3.902 -0.810 0.201
H -1.390 -2.183 1.428
H 0.356 -1.590 1.346
H -0.315 -2.186 0.003
H 3.823 -1.174 0.565
H 4.709 0.457 0.375
H 3.817 -0.421 -1.009
H 0.900 -0.421 -1.300
H 1.644 1.812 -1.461

natural (NBO) population analysis, charges in e, atoms 1 to 2:
1. C -0.23
2. C -0.22



What is the largest force on an atom in the fourth record? 5.71 eV/Å



Among the records above, which one has the highest LUMO? C8H14OSi



Which formula does entry 3 have? C8H14O2



What is the LUMO in the first record? 0.4074 eV